[1]
A structure of composition C32H32F5N3O3ReSe3. Source: the OMol25 dataset; level of theory: ωB97M-V/def2-TZVPD.

Last column: Mulliken spin population.
CARTESIAN COORDINATES (ANGSTROEM)
C 0.060 3.462 2.867  0.00
H -2.411 -2.600 3.262  0.00
H -4.534 -2.281 -0.053  0.00
H 0.499 -3.833 -1.602  0.00
Se -2.044 1.152 0.104  -0.07
C 5.477 -1.801 -0.458  0.00
C -2.392 2.197 2.759  0.00
C 1.117 -0.805 -3.009  -0.04
H -4.283 -3.008 -2.462  0.00
F -2.894 3.017 4.901  0.00
Se -2.258 -2.937 0.791  -0.01
C -0.369 -0.238 4.353  -0.01
H -2.892 -1.431 -4.496  0.00
H 0.779 -4.576 -3.958  0.00
H -3.690 -3.698 2.675  0.00
H 4.849 -0.920 4.690  0.00
C 1.995 -1.607 0.019  0.00
H -1.021 0.036 5.174  0.00
H 3.399 -1.247 5.661  0.00
H 1.911 2.177 -1.933  0.00
C 1.251 -0.946 2.260  0.02
H 1.538 -0.498 -5.069  0.00
N 0.774 -1.472 -0.608  0.10
H 1.345 -2.881 -5.693  0.00
C 4.303 -3.463 0.862  0.00
N 3.056 -2.034 -0.678  0.00
F 0.569 2.603 0.746  0.00
F -3.560 1.546 2.726  0.00
H -1.509 -0.389 -4.105  0.00
H -1.972 -0.364 2.973  0.01
H 1.402 -0.200 5.574  0.00
C 4.297 -2.415 -0.071  0.00
C -1.520 2.078 1.688  0.00
H 2.035 -5.333 2.244  0.00
C -3.170 -2.760 2.503  0.00
C 3.078 -5.053 2.135  0.00
O 3.104 -4.024 1.144  0.00
C 5.514 -3.850 1.423  0.00
Re -0.984 -0.994 0.103  1.00
C 1.650 1.163 -1.646  0.00
H 3.132 -1.388 1.623  0.00
C -0.901 -0.457 3.102  -0.07
H -3.860 -1.922 2.448  0.00
C 0.820 -1.769 -2.032  0.10
C 1.811 -0.753 3.542  0.01
Se -2.687 -1.122 -2.046  0.00
N 2.180 -1.293 1.275  -0.01
H -2.673 -3.651 -2.089  0.00
H 5.553 -4.651 2.147  0.00
H 3.719 0.407 5.060  0.00
C -0.297 2.723 1.757  0.02
H -1.361 -2.164 -3.910  0.00
H 2.960 -2.129 -1.676  0.00
C -2.060 2.933 3.876  0.00
C -3.422 -2.913 -1.803  0.00
C 0.999 -0.378 4.588  0.00
F 1.241 4.058 2.927  0.00
H 0.852 1.205 -0.911  0.01
H 7.626 -3.547 1.466  0.00
F -0.493 4.264 4.994  0.00
H 5.440 -1.001 -1.189  0.00
H 7.606 -1.736 -0.217  0.00
H -4.276 -4.039 -0.168  0.00
O 1.237 0.528 -2.859  0.00
C -0.098 -0.797 1.994  -0.04
H 3.655 -5.920 1.813  0.00
C 1.293 -1.247 -4.328  0.00
C -2.026 -1.309 -3.852  0.01
C 0.864 -3.529 -3.698  0.00
C 0.690 -3.116 -2.394  -0.03
C 1.182 -2.578 -4.667  0.01
C 6.683 -2.209 0.087  0.00
C 6.690 -3.224 1.029  0.00
C 3.807 -0.658 4.839  0.00
H 3.461 -4.685 3.088  0.00
C -0.827 3.568 3.927  0.00
H 2.536 0.682 -1.227  0.00
O 3.144 -0.969 3.611  0.00
C -3.841 -3.061 -0.366  0.00

Results
2S+1 = 2
HOMO level (spin up / spin down) = -0.49255 / -0.49247 hartree
charge = +2

***

[2]
A structure of composition C32H33AlClF9NNaO17V. Source: the OMol25 dataset; level of theory: ωB97M-V/def2-TZVPD.

Last column: Löwdin charge in e.
CARTESIAN COORDINATES (ANGSTROEM)
O -1.016 -3.383 -1.468  0.05
O 7.316 5.991 0.159  0.09
O -7.516 -5.603 0.102  0.16
F -8.903 -2.685 -0.931  0.16
H -5.260 -6.365 -3.128  0.05
H 5.093 6.850 -0.939  0.13
H -0.715 0.395 0.983  0.11
V 6.576 0.006 -5.079  0.90
H -3.688 7.319 9.101  0.12
C 0.973 -0.026 -0.285  -0.23
C -0.628 8.988 8.791  0.02
O 3.318 5.546 -2.214  0.08
O 0.273 5.692 7.841  0.10
C -1.499 -5.872 -5.075  -0.34
H 1.005 -0.950 0.296  0.10
C 6.504 5.288 -0.414  -0.37
O 3.625 2.811 -2.242  0.06
C -0.373 0.650 -0.027  -0.21
F -2.313 -3.635 -3.712  0.11
H -2.252 5.419 8.349  0.12
N 3.340 -2.292 -4.419  -0.08
H -6.857 -6.422 -2.379  0.08
Na 2.554 0.951 -3.615  0.57
C -2.585 -6.587 -4.240  -0.40
C 4.480 3.519 -1.728  -0.34
H 1.192 8.091 8.177  0.12
C 2.870 -3.038 -1.101  -0.23
C -0.960 -3.638 -3.798  -0.40
H -4.750 -4.223 -1.995  0.12
H -5.148 -5.452 -0.801  0.13
O 2.144 -1.831 -4.002  -0.15
H -0.588 4.564 5.435  0.08
H 2.839 -2.568 -0.115  0.06
C -5.543 -4.873 -1.634  -0.17
F -0.097 -5.784 -3.207  0.15
H 2.650 -6.326 -2.109  0.06
C -7.455 -4.482 -0.313  -0.41
H 1.087 3.658 0.582  0.11
F -7.852 -2.523 0.960  0.16
O 7.762 3.265 -0.152  0.12
C -0.477 -5.039 -4.261  -0.36
O 0.287 3.495 3.345  -0.02
H 2.560 -4.848 -3.052  0.05
F -0.797 -6.862 -5.711  0.11
H 0.078 2.454 -1.113  0.11
H 0.584 3.509 6.210  0.09
O -6.571 -3.970 -1.145  0.04
H -1.347 2.556 -0.077  0.11
C 2.911 -4.549 -0.913  -0.79
C -0.412 3.346 2.091  -0.17
H 4.132 -5.442 -2.434  0.08
C 1.196 -0.341 -1.783  -0.21
C 5.292 5.786 -1.001  0.14
H 2.124 0.073 -2.160  -0.01
C -1.868 6.421 8.490  0.02
H 1.196 2.121 1.439  0.11
H -0.244 9.991 8.930  0.12
H 1.791 0.606 0.065  0.10
H -2.478 -8.100 -5.397  0.13
C 0.503 2.831 0.988  -0.16
C -0.349 3.525 5.647  0.01
H 0.355 0.053 -2.372  0.08
C -8.450 -3.381 0.121  -0.54
F -2.058 -5.110 -6.028  0.17
Al 1.506 -2.226 -2.316  0.34
C -6.071 -5.758 -2.738  -0.05
F -9.497 -3.915 0.748  0.16
H -1.257 2.670 2.222  0.12
C 4.290 5.023 -1.693  -0.37
O -0.402 1.572 4.270  0.11
O 4.146 -1.430 -4.651  -0.03
H -6.484 -5.153 -3.548  0.09
C 6.741 3.787 -0.551  -0.34
C -0.313 -3.190 -2.431  -0.23
C -2.633 7.433 8.890  0.02
F -0.633 -2.738 -4.760  0.10
C 0.137 7.977 8.390  0.02
F 0.602 -4.867 -5.054  0.15
C -0.182 2.747 4.375  -0.54
O 5.599 1.258 -4.496  -0.63
H 5.856 1.937 -1.191  0.13
C -2.073 8.797 9.074  -0.39
H 3.855 -2.775 -1.518  0.07
C 5.684 3.008 -1.164  0.17
C -0.422 6.613 8.208  -0.38
H -0.778 4.341 1.829  0.13
O -2.770 9.718 9.442  0.10
C -0.321 2.178 -0.133  -0.20
O -2.920 -6.232 -3.160  0.18
H -1.130 3.067 6.249  0.09
H 3.754 -4.807 -0.271  0.08
Cl 1.477 -5.125 0.018  0.60
H -1.135 0.254 -0.704  0.11
C 3.071 -5.326 -2.215  -0.13
O 7.891 -0.778 -5.772  -0.63
O -3.148 -7.627 -4.881  0.15

Results
HOMO level = -0.17644 hartree
relative energy (zero: lowest compared OMol25 entry of this formula, charge and spin) = 0.00 kJ/mol
charge = -1

***

[3]
A structure of composition C32H33AsN3O6SSr. Source: the OMol25 dataset; level of theory: ωB97M-V/def2-TZVPD.

Last column: Löwdin charge in e.
CARTESIAN COORDINATES (ANGSTROEM)
H -1.308 4.466 3.885  0.13
H -2.438 -4.098 4.785  0.09
H 2.691 0.900 1.058  0.08
H 4.963 1.219 0.147  0.11
C 2.847 0.948 -0.012  -0.11
C 1.493 -3.498 -1.486  -0.11
C 3.441 -2.808 0.361  -0.09
C 3.168 0.998 -2.701  -0.03
C -1.454 3.714 3.089  -0.18
O 0.297 3.306 -0.253  -0.15
C 4.125 1.118 -0.529  -0.04
H 0.549 2.722 -3.564  0.15
H 1.913 -1.644 1.317  0.10
H -2.649 3.786 -2.504  0.09
C -2.665 -4.746 -2.405  -0.09
S -3.097 -0.680 1.355  0.41
H -0.013 0.038 -2.457  0.08
H 0.511 5.224 2.405  0.13
C -2.076 -3.699 3.844  -0.11
Sr -0.805 1.206 0.730  1.22
H -0.116 2.080 4.317  0.12
C 1.925 0.848 -2.099  -0.27
C -2.314 -1.994 -2.472  -0.11
C 3.763 -3.644 -0.701  -0.11
C -2.263 -2.041 2.075  -0.76
C -3.294 -3.989 -3.387  -0.10
O -1.684 1.543 -1.736  -0.08
C 0.585 2.559 3.628  -0.12
C -2.329 4.336 2.018  -0.21
C 1.493 1.436 3.086  -0.69
H 3.034 -4.631 -2.462  0.09
O 2.686 1.444 3.393  0.00
C 0.606 4.257 1.893  -0.08
N 1.762 0.827 -0.776  0.11
H 0.952 0.283 -3.923  0.12
H -1.384 4.068 -3.723  0.08
C -1.859 -4.126 -1.462  -0.11
C -2.697 -2.594 3.291  -0.14
H 0.315 -4.208 1.516  0.09
C -1.581 3.736 -2.703  0.01
H 4.772 -4.023 -0.810  0.09
C 2.151 -2.317 0.497  -0.12
As -0.578 -1.798 -0.198  1.25
C 4.289 1.145 -1.900  -0.07
C -1.159 -2.649 1.450  -0.41
H -2.813 -5.818 -2.371  0.10
C 1.161 -2.669 -0.420  -0.39
H -3.317 4.522 2.449  0.12
C -0.993 -4.297 3.206  -0.12
H 3.243 0.988 -3.782  0.11
C -1.098 2.333 -2.476  -0.54
H -3.929 -4.474 -4.119  0.09
H -1.387 -4.712 -0.682  0.10
H 5.271 1.265 -2.341  0.10
O -0.165 5.483 -0.030  -0.02
H 4.198 -2.524 1.082  0.10
C -1.667 -2.747 -1.498  -0.38
H -1.045 4.398 -2.015  0.07
H -3.539 -2.133 3.791  0.09
C -0.539 -3.760 2.011  -0.12
H 1.656 3.957 1.931  0.13
H 1.191 3.271 4.200  0.12
C 0.220 4.385 0.405  -0.68
O -2.479 3.447 0.904  -0.12
H 0.741 -3.769 -2.218  0.09
H -2.108 3.894 0.131  0.06
H -2.210 -0.914 -2.467  0.08
C 2.789 -3.985 -1.627  -0.10
N 0.006 1.972 -3.168  0.09
H -1.916 5.285 1.679  0.11
H -3.631 -2.018 -4.165  0.10
H -0.503 -5.161 3.638  0.09
C -3.123 -2.614 -3.417  -0.09
H -1.978 2.863 3.529  0.12
C 0.690 0.705 -2.951  -0.11
N -0.184 3.215 2.567  -0.22
O 0.891 0.588 2.349  -0.23

Results
HOMO level = -0.15805 hartree
relative energy (zero: lowest compared OMol25 entry of this formula, charge and spin) = 0.00 kJ/mol
charge = -1

***

[4]
A structure of composition C32H33AsN3O7PSTi. Source: the OMol25 dataset; level of theory: ωB97M-V/def2-TZVPD.

Last column: Mulliken spin population.
CARTESIAN COORDINATES (ANGSTROEM)
H 1.707 2.645 5.671  0.00
N -3.170 0.341 -1.213  0.00
O -1.624 -3.197 5.084  0.17
C 0.390 3.088 4.043  0.00
H -0.454 3.284 4.695  0.00
H -0.562 1.352 -2.442  0.00
H 0.878 -4.395 -1.978  0.00
H -4.179 3.785 1.879  0.00
C -1.209 -3.294 2.746  0.25
H -5.492 0.252 3.918  0.00
H 1.226 2.947 0.766  0.00
N -1.493 -4.050 1.574  0.09
H -5.146 2.950 -0.670  0.00
C 2.554 2.582 2.399  0.00
H -1.151 -5.607 3.405  0.00
C -4.165 0.989 -3.246  0.00
C -2.617 2.557 2.695  0.00
As 1.539 -2.142 -2.801  0.00
C -1.505 -3.799 4.033  0.10
C -4.982 2.053 2.860  0.00
C -1.352 -3.226 0.492  -0.01
H 1.391 -3.811 -4.677  0.00
C -3.331 0.157 -2.533  0.00
H 1.043 -3.259 -0.602  -0.01
H -4.267 0.833 -4.310  0.00
C 2.143 -3.077 -4.394  0.00
H -2.169 -4.797 1.584  0.00
H 3.601 -0.843 -3.333  0.00
O -1.753 -5.199 4.038  0.01
C 1.329 2.919 1.843  0.00
H -1.327 1.182 3.727  -0.02
H -1.283 -4.638 -1.108  0.00
O 0.045 -0.613 3.959  0.12
H -3.126 -0.285 4.471  0.00
H 2.644 -0.052 -2.028  0.00
C -3.816 1.309 -0.549  0.00
C -1.724 -3.664 -0.878  0.00
H 2.251 -2.352 -5.198  0.00
C -0.913 2.208 -1.872  0.00
C -3.952 2.879 2.434  0.00
O 1.241 0.618 -0.634  0.00
O 1.284 -0.793 -0.395  0.00
H -2.099 5.327 -2.469  0.00
H -1.381 -2.933 -1.608  0.00
C 1.478 -3.599 -1.537  0.01
C 1.610 2.739 4.597  0.00
H -2.023 5.336 -0.003  0.00
O -2.347 -0.453 -0.555  0.00
P -1.371 3.718 1.999  0.00
H 2.495 -3.956 -1.373  0.00
C 0.229 3.156 2.660  0.00
H -2.810 -3.758 -0.965  0.00
H 3.097 -3.574 -4.209  0.00
C -4.692 0.902 3.584  0.00
H 3.651 -1.462 -1.653  0.00
C -0.934 2.124 -0.468  0.00
H -2.744 -0.648 -2.949  0.00
H -5.474 2.689 -3.141  0.00
C -2.344 1.428 3.462  0.01
C -4.654 2.166 -1.227  0.00
C 3.033 -0.989 -2.415  0.00
C 2.698 2.483 3.774  0.00
H 3.647 2.188 4.204  0.00
O -0.237 0.171 1.863  0.00
C -1.336 3.315 0.192  0.00
N -0.893 -2.065 0.840  -0.02
S -0.278 -1.214 -3.269  0.00
C -4.830 2.016 -2.592  0.00
C -1.772 4.445 -1.929  0.00
C -1.334 3.316 -2.598  0.00
C -1.740 4.439 -0.544  0.00
H -6.011 2.313 2.639  0.00
Ti -0.358 0.003 0.060  0.02
C -3.373 0.600 3.896  0.01
C -0.282 -0.837 2.810  0.08
C -0.772 -2.046 2.237  0.17
H 3.389 2.363 1.744  0.00
H -1.305 3.293 -3.683  0.00
H -3.619 1.342 0.511  0.00

Results
2S+1 = 2
HOMO level (spin up / spin down) = -0.07715 / -0.18722 hartree
relative energy (zero: lowest compared OMol25 entry of this formula, charge and spin) = 219.47 kJ/mol
charge = -1

***

[5]
A structure of composition C32H33BrClMnN5O2. Source: the OMol25 dataset; level of theory: ωB97M-V/def2-TZVPD.

Last column: Mulliken spin population.
CARTESIAN COORDINATES (ANGSTROEM)
C -0.234 -4.704 -4.959  0.01
H -2.018 4.663 -1.531  0.00
C -1.321 5.361 -1.059  0.00
C -2.167 0.443 3.843  0.00
C -0.185 1.625 3.077  0.00
H 1.431 2.935 3.348  0.00
H -2.063 2.571 3.613  0.00
C -0.640 -5.271 1.742  0.00
H 1.400 4.266 -0.928  0.00
C -1.090 2.283 -0.146  0.00
Cl -2.288 -2.234 4.150  0.00
H 1.528 2.185 0.961  0.00
C -0.007 -4.386 2.609  -0.01
C 0.494 0.399 3.011  0.00
C 2.260 -1.220 1.165  -0.01
H -1.853 6.313 -0.942  0.00
H -1.770 4.517 2.272  0.00
C -0.682 -0.288 -2.442  0.03
C 0.245 -4.035 -0.142  -0.08
H 1.938 -1.668 -5.914  0.00
H -0.955 -0.817 -3.346  0.00
Br -0.783 -5.470 -7.649  0.00
C 0.523 2.909 2.728  0.00
N 1.670 -2.044 0.284  0.03
H 2.646 -0.680 3.201  0.00
C -1.486 -0.767 3.746  0.00
H -0.500 5.544 -1.760  0.00
H 1.540 0.362 2.712  0.00
H -1.230 -6.095 2.133  0.00
H -1.008 -5.785 -0.305  0.00
N 0.307 -0.704 -1.601  0.00
H 0.473 5.728 1.875  0.00
C 1.393 -2.431 3.007  0.02
C -1.516 1.636 3.517  0.00
H 3.197 -2.326 -1.601  -0.28
C 0.334 -3.911 -3.937  0.06
C -0.805 4.840 0.314  0.00
H 1.037 6.044 0.225  0.00
H -0.847 -5.561 -4.704  0.00
C 0.765 -3.308 -6.636  0.01
C -2.033 4.782 1.249  0.00
H 1.735 3.853 1.261  0.00
N -1.316 0.825 -2.071  0.00
N -0.645 1.157 -0.944  0.00
H -1.938 2.691 -0.708  0.00
C 1.326 -2.524 -5.622  0.00
C -0.514 -5.095 0.369  -0.01
C 0.911 -3.105 0.726  0.12
N 0.396 -3.823 -1.505  -0.02
H 2.835 -0.417 0.715  -0.02
H 1.296 -2.567 4.080  0.00
C 0.146 5.935 0.852  0.00
C 0.761 -3.315 2.116  -0.01
C 1.155 -2.764 -4.237  -0.01
H -0.662 -5.305 -2.500  0.01
H -1.521 1.876 0.769  0.00
H 0.953 -3.045 -7.671  0.00
C -0.065 3.427 0.141  0.00
O 0.762 3.542 -1.045  0.00
Mn 1.468 -2.326 -1.601  4.13
C -0.015 -4.397 -6.295  0.00
O 1.725 -1.967 -3.405  -0.02
H 0.380 -1.737 3.270  -0.01
H -0.049 3.773 3.069  0.00
C 0.294 0.215 -0.662  0.00
H -2.787 4.071 0.899  0.00
H 0.927 0.227 0.209  0.00
H -0.352 6.912 0.875  0.00
H -3.202 0.466 4.175  0.00
H -2.526 5.760 1.302  0.00
C 2.152 -1.370 2.529  0.01
C -0.157 -0.794 3.335  0.01
H -0.114 -4.535 3.681  0.00
C -0.023 -4.410 -2.558  0.06
C 0.961 3.071 1.266  0.00

Results
2S+1 = 5
HOMO level (spin up / spin down) = -0.37700 / -0.38103 hartree
charge = +1

***

[6]
A structure of composition C32H33BrN4OOsSi. Source: the OMol25 dataset; level of theory: ωB97M-V/def2-TZVPD.

Last column: Löwdin charge in e.
CARTESIAN COORDINATES (ANGSTROEM)
C -3.943 2.010 2.772  -0.10
H -1.307 -1.067 -4.123  0.11
C -4.393 1.089 -0.690  -0.18
C 5.149 1.260 0.822  -0.02
C 1.864 3.630 0.168  0.02
C 2.427 2.805 1.132  -0.22
C 1.604 -0.632 2.414  0.00
H 7.071 -0.691 3.544  0.11
C 2.173 0.623 2.365  0.06
H 5.737 1.315 4.162  0.13
C 0.696 -1.008 1.426  -0.08
C -1.692 -4.156 -2.642  -0.03
H 0.776 -2.666 -5.823  0.12
C 6.619 -0.519 1.459  -0.69
H 4.631 1.832 0.061  0.12
H -0.645 -3.318 -4.990  0.11
C -2.895 1.769 1.876  -0.29
H 0.549 -1.845 -1.704  0.10
N 0.341 -0.179 0.456  -0.03
Br 7.637 -2.028 0.984  0.79
C -2.702 3.796 3.796  -0.06
H -2.629 4.583 4.534  0.12
H 0.003 -0.495 -5.167  0.12
C -3.478 -2.327 -1.588  -0.10
H -4.840 -0.973 1.814  0.05
C -3.931 -3.564 -2.022  -0.03
C 1.881 1.489 1.298  -0.07
H -4.203 -1.621 -1.206  0.08
C -0.249 -0.818 -4.160  0.02
C -3.036 -4.495 -2.518  -0.02
N 4.339 2.794 2.562  0.10
N 3.420 3.326 1.930  0.09
H -0.997 -4.888 -3.037  0.13
H 0.226 -1.983 1.432  0.13
Os -1.426 -0.259 -0.824  1.32
C 5.945 0.188 0.470  -0.12
O -0.385 1.327 -1.570  -0.24
H -3.378 -5.478 -2.814  0.13
C 6.540 -0.129 2.789  -0.10
H 0.835 -3.483 -2.317  0.14
H 1.531 -1.751 -3.789  0.19
H -0.741 4.147 2.993  0.11
Si -3.198 0.415 0.617  0.53
N 0.548 -2.028 -3.815  -0.16
H 6.049 -0.106 -0.565  0.10
H 1.825 -1.322 3.215  0.13
C -2.122 -1.984 -1.631  -0.26
H -4.127 2.116 -0.940  0.05
C 0.912 1.054 0.368  -0.20
H 2.227 4.646 0.095  0.13
C 0.405 -3.061 -4.881  0.02
C -3.770 -1.082 1.618  -0.18
C 5.057 1.656 2.161  -0.29
H -4.437 0.518 -1.621  0.02
H 2.813 0.954 3.171  0.13
H 0.974 -3.950 -4.620  0.11
H -3.251 -1.100 2.576  0.05
C -1.235 -2.912 -2.235  -0.25
C -1.646 3.557 2.929  -0.06
H -0.039 -0.006 -3.464  0.08
C 0.922 3.156 -0.743  0.03
C 0.227 -2.588 -2.437  -0.08
H -0.929 2.406 1.283  0.07
H -3.623 -2.045 1.131  0.01
H -4.840 1.400 2.735  0.10
H 0.549 3.787 -1.540  0.14
H -5.399 1.093 -0.259  0.06
C 0.459 1.858 -0.681  -0.38
C -1.750 2.560 1.969  -0.09
C -3.852 3.022 3.714  -0.06
H -4.679 3.204 4.387  0.12
C 5.788 0.978 3.135  -0.01
H -4.982 -3.808 -1.946  0.13

Results
HOMO level (spin up / spin down) = -0.44815 / -0.44822 hartree
relative energy (zero: lowest compared OMol25 entry of this formula, charge and spin) = 87.16 kJ/mol
charge = +2

***

Max |F| (eV Å⁻¹)
0.398; 1.610; 0.543; 0.478; 7.062; 2.753